No. 1
A cluster of 2 separate species, C3H9NO in total in a non-equilibrium geometry, computed with wB97M-V/def2-TZVPD.

XYZ file:
```
14
Properties=species:S:1:pos:R:3:mulliken_charge:R:1
C 4.3718 0.6269 3.4926 -0.649
N 4.8663 0.3439 2.0922 -0.547
H 3.5593 1.3356 3.5379 0.233
H 5.2911 0.8629 4.0316 0.246
H 4.2405 -0.3807 3.8929 0.304
H 4.3106 -0.4418 1.7741 0.209
H 4.7264 1.1338 1.4811 0.204
O -4.4499 -2.0272 -3.6604 0.013
C -4.6114 -0.8311 -3.6971 0.390
C -4.4391 -0.1565 -2.3655 -0.786
H -4.9157 -0.2967 -4.6088 0.378
H -3.3887 0.1007 -2.1876 0.336
H -4.5052 -0.9763 -1.6449 0.329
H -5.0562 0.7065 -2.1382 0.340
```

Summary:
* HOMO-LUMO gap (alpha / beta): 3.784 / 0.275 eV
* lowest unoccupied orbital energy (alpha / beta): -6.87 / -10.38 eV
* relative energy (zero: lowest compared OMol25 entry of this formula, charge and spin): 321.85 kJ/mol
* multiplicity: 2
* calculated total energy: -249.269670 hartree
* total charge: +1

---

No. 2
The ion C3H9NO with charge +1 in a non-equilibrium geometry, computed with wB97M-V/def2-TZVPD.

XYZ file:
```
14
Properties=species:S:1:pos:R:3:mulliken_charge:R:1
C 0.7869 -0.2178 -1.0788 -0.486
O 1.6058 0.8185 -1.3945 -0.241
C -0.2850 0.2417 -0.0292 0.485
C -1.1424 -0.9097 0.4501 -1.362
N 0.3581 1.0262 0.9938 -0.631
H 0.4075 -0.7058 -1.9761 0.384
H 1.4264 -0.9797 -0.5713 0.323
H 1.6527 1.5080 -0.6932 0.450
H -0.8615 0.8539 -0.7366 0.304
H -1.8282 -0.5911 1.2393 0.382
H -0.5851 -1.7460 0.8696 0.393
H -1.8240 -1.1846 -0.3588 0.400
H -0.3496 1.5213 1.5491 0.317
H 0.6382 0.3652 1.7366 0.281
```

Summary:
* HOMO-LUMO gap (alpha / beta): 12.928 / 5.953 eV
* lowest unoccupied orbital energy (alpha / beta): -3.15 / -9.64 eV
* relative energy (zero: lowest compared OMol25 entry of this formula, charge and spin): 185.63 kJ/mol
* multiplicity: 2
* calculated total energy: -249.321555 hartree
* total charge: +1

---

No. 3
An isolated molecule of C3H9NO2 in a non-equilibrium geometry, computed with wB97M-V/def2-TZVPD.

XYZ file:
```
15
Properties=species:S:1:pos:R:3:mulliken_charge:R:1
C -0.1614 1.1908 -0.8139 -1.179
C -0.8526 0.0632 -0.0792 0.240
O -1.8809 -0.6585 -1.0147 -0.586
C -0.0510 -1.1644 0.1908 -0.375
O 0.4948 -0.8407 1.6163 -0.335
N 1.6116 -0.0032 1.7250 -0.425
H 0.4256 0.8157 -1.6525 0.295
H 0.4889 1.7600 -0.1509 0.333
H -0.9089 1.8751 -1.2118 0.344
H -1.4599 0.3850 0.7665 0.299
H -1.4834 -0.7842 -1.8855 0.313
H 0.7966 -1.2998 -0.4894 0.303
H -0.6323 -2.0599 0.3933 0.269
H 2.2970 -0.2433 1.0083 0.263
H 1.3159 0.9642 1.5979 0.241
```

Summary:
* HOMO-LUMO gap: 9.802 eV
* lowest unoccupied orbital energy: 0.80 eV
* relative energy (zero: lowest compared OMol25 entry of this formula, charge and spin): 382.83 kJ/mol
* calculated total energy: -324.826801 hartree
* SMILES: C[C@@H](O)CON

---

No. 4
A cluster of 2 separate species, C3H9NO2 in total, computed with wB97M-V/def2-TZVPD.

XYZ file:
```
15
Properties=species:S:1:pos:R:3:mulliken_charge:R:1
C 1.5902 -0.0334 -1.2710 -1.111
C 0.3802 -0.8417 -0.8060 -0.443
C -0.7566 0.0849 -0.3986 0.554
N -1.9560 -0.1275 -1.0091 -0.429
O -0.5790 0.9774 0.4027 -0.605
H 1.8406 0.7354 -0.5480 0.295
H 2.4369 -0.6798 -1.4898 0.334
H 1.3711 0.4988 -2.2116 0.316
H 0.6322 -1.4624 0.0509 0.371
H 0.0553 -1.5274 -1.5987 0.300
H -2.1502 -1.0502 -1.3514 0.221
H -2.7289 0.4359 -0.6967 0.252
O 0.9806 -0.0780 2.8570 -0.658
H 1.3768 0.7455 3.1870 0.299
H 0.8492 0.1206 1.9174 0.303
```

Summary:
* HOMO-LUMO gap: 10.963 eV
* lowest unoccupied orbital energy: 0.82 eV
* relative energy (zero: lowest compared OMol25 entry of this formula, charge and spin): 20.64 kJ/mol
* calculated total energy: -324.964751 hartree
* SMILES: CCC(N)=O.O

---

No. 5
A cluster of 2 separate species, C3H9NO2 in total in a non-equilibrium geometry, computed with wB97M-V/def2-TZVPD.

XYZ file:
```
15
Properties=species:S:1:pos:R:3:mulliken_charge:R:1
C 1.3625 -0.2466 -0.3958 -0.960
C 1.4610 -1.3103 0.6519 0.640
N 0.5317 -2.2911 0.5996 -0.365
O 2.3676 -1.3355 1.4611 -0.630
H 1.5791 0.7446 -0.0045 0.273
H 0.5758 -0.3245 -1.1319 0.310
H 2.3029 -0.4249 -0.9419 0.292
H 0.5300 -3.0978 1.1950 0.210
H -0.2206 -2.1292 -0.0282 0.197
C -1.4510 1.8959 -0.4400 -0.097
O -2.2184 1.0810 0.4684 -0.525
H -0.6331 1.2315 -0.7089 -0.153
H -1.9847 2.3179 -1.2873 0.306
H -1.0363 2.6875 0.1859 0.212
H -3.1664 1.2015 0.3765 0.290
```

Summary:
* HOMO-LUMO gap: 10.405 eV
* lowest unoccupied orbital energy: 0.73 eV
* relative energy (zero: lowest compared OMol25 entry of this formula, charge and spin): 119.51 kJ/mol
* calculated total energy: -324.927092 hartree
* SMILES: CC(N)=O.CO

---

No. 6
A cluster of 3 separate species, C3H9NO2 in total in a non-equilibrium geometry, computed with wB97M-V/def2-TZVPD.

XYZ file:
```
15
Properties=species:S:1:pos:R:3:mulliken_charge:R:1
C 2.4036 -0.2236 -3.0038 -0.809
C 1.2951 0.0619 -2.0892 0.060
N -2.6182 1.6549 0.5301 -0.709
H 3.1628 -0.8339 -2.6644 0.351
H 1.9925 -0.3750 -4.0269 0.312
H 3.0139 0.7915 -3.2952 0.324
H 0.4508 0.6477 -2.4115 0.289
H 1.1836 -0.4267 -1.2008 0.186
H -3.1003 2.0205 1.3000 0.213
H -1.9829 0.9379 0.8169 0.289
H -1.9617 2.2971 0.0789 0.203
O -0.6853 -1.3950 0.8641 -0.537
C -0.3114 -0.8727 1.8826 0.009
O 0.0733 0.2866 2.1718 -0.554
H 0.1408 -1.5700 2.6676 0.374
```

Summary:
* HOMO-LUMO gap: 3.178 eV
* lowest unoccupied orbital energy: -4.36 eV
* relative energy (zero: lowest compared OMol25 entry of this formula, charge and spin): 673.24 kJ/mol
* calculated total energy: -324.716191 hartree

---

No. 7
A cluster of 3 separate species, C3H9NO2 in total in a non-equilibrium geometry, computed with wB97M-V/def2-TZVPD.

XYZ file:
```
15
Properties=species:S:1:pos:R:3:mulliken_charge:R:1
C 0.6179 -0.6070 -0.5783 -0.296
C -1.4640 -0.2558 -0.7249 -0.392
C 0.4797 1.4022 0.6858 -0.747
N 0.1876 -0.0144 0.5335 -0.132
O 2.2938 -0.6147 0.4867 -0.792
O -2.1527 -1.2790 -0.1405 -0.461
H 2.2872 -1.4114 1.0344 0.235
H -2.2040 -1.1205 0.8108 0.358
H 0.4417 -1.6708 -0.6834 0.318
H 1.0739 -0.0537 -1.3997 0.352
H -1.8036 0.7530 -0.4923 0.293
H -1.4047 -0.4181 -1.7984 0.367
H 0.9968 1.8446 -0.1707 0.290
H -0.4569 1.9381 0.8703 0.330
H 1.1072 1.5077 1.5668 0.276
```

Summary:
* HOMO-LUMO gap (alpha / beta): 8.037 / 8.035 eV
* lowest unoccupied orbital energy (alpha / beta): 0.31 / 0.31 eV
* relative energy (zero: lowest compared OMol25 entry of this formula, charge and spin): 627.23 kJ/mol
* calculated total energy: -324.733715 hartree

---

No. 8
A cluster of 2 separate species, C3H9NO2 in total in a non-equilibrium geometry, computed with wB97M-V/def2-TZVPD.

XYZ file:
```
15
Properties=species:S:1:pos:R:3:mulliken_charge:R:1
C -2.6024 0.8532 1.3103 -1.001
C -1.3149 0.5671 0.6024 0.804
O -0.6942 0.9951 -0.3368 -0.580
O -0.8351 -0.5770 1.1440 -0.511
H -2.5417 1.6272 2.0946 0.254
H -3.0612 -0.0846 1.6770 0.282
H -3.4150 1.1938 0.6919 0.331
H 0.1214 -0.8487 0.8775 0.383
C 2.5521 -0.2426 -1.0303 -0.623
N 1.1730 -0.9594 -1.0447 -0.505
H 3.3510 -0.8643 -1.6158 0.263
H 2.8679 -0.2230 -0.0047 0.212
H 2.6090 0.7979 -1.4331 0.248
H 0.4915 -0.3761 -1.5765 0.240
H 1.2987 -1.8587 -1.3555 0.204
```

Summary:
* HOMO-LUMO gap: 10.307 eV
* lowest unoccupied orbital energy: 0.94 eV
* relative energy (zero: lowest compared OMol25 entry of this formula, charge and spin): 144.96 kJ/mol
* calculated total energy: -324.917401 hartree
* SMILES: CC(=O)O.CN

---

No. 9
A cluster of 2 separate species, C3H9NO2 in total in a non-equilibrium geometry, computed with wB97M-V/def2-TZVPD.

XYZ file:
```
15
Properties=species:S:1:pos:R:3:mulliken_charge:R:1
C -2.0258 0.1246 -1.8737 -0.914
C -0.8913 0.8303 -1.1794 0.706
O -0.9892 1.8722 -0.5842 -0.564
O 0.2814 0.1797 -1.3095 -0.455
H -2.0481 -0.9163 -1.5543 0.271
H -1.7806 0.1309 -2.9355 0.278
H -2.9498 0.6420 -1.6585 0.310
H 0.9079 0.6980 -0.8414 0.340
C 0.8372 -0.2917 1.8129 -0.658
N 2.1604 -0.6921 1.2789 -0.529
H 0.6691 0.7535 1.5318 0.196
H 0.7234 -0.2915 2.8971 0.310
H 0.0773 -0.8587 1.2853 0.279
H 2.8371 -0.4897 1.9973 0.218
H 2.1910 -1.6913 1.1333 0.210
```

Summary:
* HOMO-LUMO gap: 10.486 eV
* lowest unoccupied orbital energy: 0.89 eV
* relative energy (zero: lowest compared OMol25 entry of this formula, charge and spin): 71.36 kJ/mol
* calculated total energy: -324.945435 hartree
* SMILES: CC(=O)O.CN

---

No. 10
A structure of composition C3H9NO2 in a non-equilibrium geometry, computed with wB97M-V/def2-TZVPD.

XYZ file:
```
15
Properties=species:S:1:pos:R:3:mulliken_charge:R:1
C -0.3006 -1.3623 -0.4245 -0.495
C -1.5481 0.8572 -1.1913 -0.606
O -0.3048 0.1905 -1.3079 -0.454
H -1.7075 1.2088 -0.1654 0.282
H 0.6227 -1.8223 -0.7498 0.250
H -1.1416 -1.6972 -1.0235 0.380
H -0.5306 -1.3990 0.6349 0.280
H -2.3692 0.1914 -1.4736 0.295
H -1.5440 1.7137 -1.8690 0.255
C 1.7171 0.0440 2.0837 -0.493
O 1.3684 1.1738 0.1462 -0.515
N 1.2439 0.0924 0.9066 -0.143
H 0.5655 0.8738 -0.6860 0.455
H 1.4816 -0.8284 2.6751 0.229
H 2.4473 0.7638 2.4447 0.279
```

Summary:
* HOMO-LUMO gap: 9.144 eV
* lowest unoccupied orbital energy: 0.65 eV
* relative energy (zero: lowest compared OMol25 entry of this formula, charge and spin): 556.59 kJ/mol
* calculated total energy: -324.760620 hartree

---

No. 11
A cluster of 2 separate species, C3H9NO2 in total in a non-equilibrium geometry, computed with wB97M-V/def2-TZVPD.

XYZ file:
```
15
Properties=species:S:1:pos:R:3:mulliken_charge:R:1
O -1.9495 1.2971 2.6193 -0.098
C -2.1903 1.4687 1.4644 0.294
C -1.2543 1.6896 0.3253 -0.491
H -3.2512 1.3842 1.1796 0.378
H -0.4148 0.9718 0.4407 0.141
H -1.0355 2.7319 0.0944 0.356
H -1.7644 1.3151 -0.5780 0.307
N 1.8980 -2.2262 -0.8420 -0.508
C 1.0612 -1.1435 -1.1393 -0.155
O 0.9829 -0.2506 0.0718 -0.589
H 2.9071 -2.3117 -0.8139 0.260
H 1.5734 -2.7383 -0.0272 0.243
H 1.5202 -0.4969 -1.8859 0.304
H 0.0299 -1.4441 -1.2903 0.252
H 1.8874 -0.2472 0.3813 0.307
```

Summary:
* HOMO-LUMO gap (alpha / beta): 8.327 / 3.174 eV
* lowest unoccupied orbital energy (alpha / beta): -5.24 / -9.62 eV
* relative energy (zero: lowest compared OMol25 entry of this formula, charge and spin): 227.86 kJ/mol
* multiplicity: 2
* calculated total energy: -324.538761 hartree
* total charge: +1

---

No. 12
The ion C3H9NO2P with charge -1 in a non-equilibrium geometry, computed with wB97M-V/def2-TZVPD.

XYZ file:
```
16
Properties=species:S:1:pos:R:3:mulliken_charge:R:1
C -0.9865 -0.4686 -1.0965 -1.080
N -0.1584 -0.8932 0.0050 -0.041
C -0.8224 -0.6447 1.2751 -0.874
P 1.6378 -1.0366 -0.3007 0.807
C 1.7382 0.7986 -0.2261 -0.903
O 2.2832 -1.6174 0.8657 -0.748
O 1.7533 -1.5253 -1.7135 -0.752
H -0.2391 -0.1463 -1.7735 0.367
H -1.5884 -1.2676 -1.4942 0.227
H -1.6875 0.2940 -0.8368 0.381
H -0.0126 -0.7007 1.9684 0.299
H -1.2978 0.3356 1.1046 0.331
H -1.5821 -1.5085 1.6472 0.168
H 2.7828 1.3398 -0.4845 0.300
H 1.0215 1.2493 -0.9382 0.255
H 1.7243 1.0660 0.8292 0.263
```

Summary:
* HOMO-LUMO gap: 7.995 eV
* lowest unoccupied orbital energy: 4.13 eV
* relative energy (zero: lowest compared OMol25 entry of this formula, charge and spin): 38.77 kJ/mol
* calculated total energy: -666.383048 hartree
* SMILES: CN(C)[P@@](C)(=O)[O-]
* total charge: -1

---

No. 13
A cluster of 3 separate species, C3H9NO2S in total in a non-equilibrium geometry, computed with wB97M-V/def2-TZVPD.

XYZ file:
```
16
Properties=species:S:1:pos:R:3:mulliken_charge:R:1
O 2.5503 -1.3600 1.0357 -0.568
C 1.9014 -1.1708 0.0132 -0.164
C 2.1944 -0.2645 -1.0303 -0.071
C -3.3600 0.0148 0.0353 -0.802
S -1.7101 0.5485 -0.4878 -0.606
N 1.2579 0.1141 -1.9159 -0.435
H 0.9374 -1.7011 -0.1081 0.348
H 3.1795 0.1616 -1.0909 0.405
H -4.1020 0.1066 -0.7679 0.225
H -3.6873 0.7148 0.8038 0.209
H -3.4147 -0.9957 0.4348 0.217
H 1.2883 1.0559 -2.2762 0.279
H 0.2970 -0.0957 -1.6264 0.063
H 0.6623 0.3512 2.5510 0.303
H -0.1212 0.8630 1.3675 0.252
O 0.1487 1.1168 2.2741 -0.656
```

Summary:
* HOMO-LUMO gap (alpha / beta): 6.848 / 6.261 eV
* lowest unoccupied orbital energy (alpha / beta): 3.75 / 3.16 eV
* relative energy (zero: lowest compared OMol25 entry of this formula, charge and spin): 0.00 kJ/mol
* multiplicity: 2
* calculated total energy: -723.130256 hartree
* total charge: -1

---

No. 14
A cluster of 2 separate species, C3H9NO2S in total in a non-equilibrium geometry, computed with wB97M-V/def2-TZVPD.

XYZ file:
```
16
Properties=species:S:1:pos:R:3:mulliken_charge:R:1
C -0.1276 -0.3156 -1.2731 -0.390
C 0.4690 -1.1412 -2.4205 -0.747
S -0.3498 -1.3577 -4.0323 -0.767
N 0.7711 -0.3051 -0.1359 -0.338
C 0.3174 0.4260 1.0526 -0.352
O -0.5990 -0.2277 1.8446 -0.915
H -0.2996 0.6891 -1.6309 0.312
H -1.1426 -0.6819 -1.0265 0.261
H 0.7955 -2.0937 -1.9810 0.184
H 1.4225 -0.6219 -2.6133 0.216
H 0.8485 -1.2798 0.1648 0.215
H -0.1625 1.3544 0.6842 0.162
H 1.2196 0.7331 1.6064 0.228
H -0.6963 0.8861 2.9840 0.428
H -1.3841 2.3494 3.1373 0.255
O -1.0820 1.5865 3.6394 -0.751
```

Summary:
* HOMO-LUMO gap: 5.768 eV
* lowest unoccupied orbital energy: 6.05 eV
* relative energy (zero: lowest compared OMol25 entry of this formula, charge and spin): 34.73 kJ/mol
* calculated total energy: -723.068833 hartree
* total charge: -2

---

No. 15
A cluster of 2 separate species, C3H9NO2S in total in a non-equilibrium geometry, computed with wB97M-V/def2-TZVPD.

XYZ file:
```
16
Properties=species:S:1:pos:R:3:mulliken_charge:R:1
C 1.8243 0.8219 0.7027 -0.864
C 0.8454 -0.1984 -1.1562 -0.537
C -1.4921 0.6341 -0.2202 -0.983
N 1.2700 -0.3336 0.0233 -0.064
O -0.6417 -1.3122 1.2325 -0.669
O -3.0395 -1.2403 0.7731 -0.602
S -1.7243 -0.9697 0.3075 0.803
H 2.6266 1.3770 0.0815 0.282
H 0.8938 1.4100 0.8998 0.352
H 2.2477 0.5595 1.6522 0.312
H 0.3391 -0.8731 -1.7870 0.503
H 0.9590 0.8989 -1.4867 0.248
H -1.7379 0.8108 -1.3111 0.242
H -1.7680 1.2670 0.5338 0.434
H 0.8713 -1.0692 0.6472 0.486
H -1.4736 -1.7825 -0.8923 0.056
```

Summary:
* HOMO-LUMO gap: 7.550 eV
* lowest unoccupied orbital energy: 0.06 eV
* relative energy (zero: lowest compared OMol25 entry of this formula, charge and spin): 572.80 kJ/mol
* calculated total energy: -722.950182 hartree

---

No. 16
A cluster of 2 separate species, C3H9NO2S in total in a non-equilibrium geometry, computed with wB97M-V/def2-TZVPD.

XYZ file:
```
16
Properties=species:S:1:pos:R:3:mulliken_charge:R:1
O 0.1614 0.9692 -3.2456 -0.514
C -0.5656 0.5010 -2.4109 0.108
N -0.0805 -0.0149 -1.2461 -0.066
C -0.9869 -0.6019 -0.3659 -0.443
C -1.2306 0.2378 0.9685 -0.668
S -0.2468 -0.5967 2.2092 -0.256
H -1.6641 0.5986 -2.5602 0.240
H 0.7758 0.4827 -0.9724 0.240
H -2.0285 -0.5425 -0.8315 0.264
H -0.6614 -1.6535 -0.1459 0.309
H -0.9348 1.2792 0.9521 0.392
H -2.2803 0.2169 1.3214 0.305
H -1.0543 -1.6981 2.3366 0.133
O 2.8392 0.2156 0.9160 -0.640
H 2.1788 -0.3409 1.3326 0.269
H 2.8743 1.0085 1.4291 0.328
```

Summary:
* HOMO-LUMO gap: 9.960 eV
* lowest unoccupied orbital energy: 0.46 eV
* relative energy (zero: lowest compared OMol25 entry of this formula, charge and spin): 170.18 kJ/mol
* calculated total energy: -723.103532 hartree
* SMILES: O=CNCCS.O